Here is a 3-piece molecular cluster, C14H37BNO13P2 overall from the OMol25 dataset. Energies are from ωB97M-V/def2-TZVPD.

Each atom is followed by the atoms it is bonded to, with distances in Å.
Atoms and positions in Å:
1 P 1.5041 5.7373 -1.0918  O3 1.652, O18 1.479, O28 1.656, O60 1.607
2 O 3.9229 1.1992 -7.0327  P4 1.655, C59 1.442
3 O 1.4228 6.2864 -2.6478  P1 1.652, C31 1.443
4 P 3.9185 1.0042 -5.3897  O2 1.655, O42 1.477, O47 1.662, O64 1.617
5 H 0.5367 0.6680 -4.7925  C57 1.087
6 O -0.9111 2.4230 2.2286  B56 1.453, H68 0.962
7 H -2.2742 -3.0498 5.7244  C61 1.092
8 H -2.8395 -5.9255 5.2009  C63 1.098
9 H 2.4290 2.6064 0.3207  C10 1.087
10 C 2.3158 3.2763 -0.5273  H9 1.087, H17 1.092, O28 1.441, H43 1.093
11 H -4.3804 -7.7436 2.4181  C25 1.093
12 H 1.5476 -0.3709 -3.7762  C57 1.091
13 H -1.4452 1.0168 4.5018  C45 1.111
14 O -1.5883 -3.5641 3.7874  C61 1.419, C66 1.412
15 O -2.8361 -6.8454 3.3283  C25 1.415, C63 1.420
16 C -5.2263 -6.5710 3.9613  H23 1.095, C25 1.524, H36 1.087, H55 1.089
17 H 3.2437 3.2881 -1.1022  C10 1.092
18 O 1.6105 6.9721 -0.2843  P1 1.479
19 H -1.8143 5.2226 -0.2843  C40 1.088
20 C 4.6144 -1.2522 -4.1697  H21 1.091, H26 1.093, H37 1.087, O47 1.439
21 H 5.6047 -1.3646 -4.6131  C20 1.091
22 C -2.0492 0.5094 -0.1103  O27 1.407, H32 1.100, H39 1.097, H52 1.094
23 H -6.1828 -6.4353 3.4459  C16 1.095
24 O -2.5051 -0.8211 4.3462  C44 1.396, C45 1.467
25 C -4.1750 -6.7728 2.8764  H11 1.093, O15 1.415, C16 1.524, H49 1.094
26 H 3.8740 -1.7639 -4.7906  C20 1.093
27 O -1.3319 0.3171 1.0844  C22 1.407, B56 1.431
28 O 2.0232 4.5907 -0.0156  P1 1.656, C10 1.441
29 H -0.8794 -0.8772 5.6537  C44 1.102
30 H -0.5367 -3.1918 5.4901  C61 1.102
31 C 2.5661 6.0153 -3.4849  O3 1.443, H33 1.092, H38 1.093, H53 1.087
32 H -1.6994 1.3932 -0.6633  C22 1.100
33 H 2.7032 4.9389 -3.6045  C31 1.092
34 H 4.9545 1.0202 -8.7994  C59 1.086
35 H -0.7153 3.9890 0.3533  C40 1.090
36 H -5.0872 -5.6809 4.5693  C16 1.087
37 H 4.6148 -1.7044 -3.1814  C20 1.087
38 H 3.4699 6.4580 -3.0579  C31 1.093
39 H -3.1233 0.6157 0.0840  C22 1.097
40 C -0.7806 5.0107 -0.0194  H19 1.088, H35 1.090, O60 1.434, H67 1.089
41 H -3.0685 -4.3178 2.6470  C66 1.089
42 O 3.9475 2.3879 -4.8734  P4 1.477
43 H 1.4989 2.9104 -1.1544  C10 1.093
44 C -1.2932 -1.3759 4.7620  O24 1.396, H29 1.102, C61 1.511, H62 1.104
45 C -2.4461 0.6375 4.2021  H13 1.111, O24 1.467, N51 1.409, H54 1.104
46 H 1.8011 1.3891 -3.7734  C57 1.089
47 O 4.2852 0.1409 -4.0177  P4 1.662, C20 1.439
48 H 5.2813 -0.2749 -7.6411  C59 1.092
49 H -4.2739 -6.0464 2.0639  C25 1.094
50 H -3.5671 -3.9467 4.2977  C66 1.093
51 N -2.8494 1.0736 2.9240  C45 1.409, B56 1.390
52 H -1.9169 -0.3745 -0.7407  C22 1.094
53 H 2.3833 6.4513 -4.4634  C31 1.087
54 H -3.1611 1.0597 4.9302  C45 1.104
55 H -5.3502 -7.4753 4.5560  C16 1.089
56 B -1.7471 1.2422 2.0944  O6 1.453, O27 1.431, N51 1.390
57 C 1.5374 0.5307 -4.3902  H5 1.087, H12 1.091, H46 1.089, O64 1.429
58 H -1.3618 -5.8551 4.2853  C63 1.089
59 C 5.1088 0.7979 -7.7472  O2 1.442, H34 1.086, H48 1.092, H65 1.093
60 O 0.0180 5.1372 -1.2039  P1 1.607, C40 1.434
61 C -1.4699 -2.8555 5.0109  H7 1.092, O14 1.419, H30 1.102, C44 1.511
62 H -0.5351 -1.2478 3.9700  C44 1.104
63 C -2.4442 -5.7839 4.1861  H8 1.098, O15 1.420, H58 1.089, C66 1.546
64 O 2.4328 0.3749 -5.4925  P4 1.617, C57 1.429
65 H 5.9808 1.3507 -7.3890  C59 1.093
66 C -2.7549 -4.3533 3.6892  O14 1.412, H41 1.089, H50 1.093, C63 1.546
67 H -0.4617 5.6960 0.7648  C40 1.089
68 H -0.0691 2.1029 2.5673  O6 0.962

For the largest force on an atom, the calculation gives 6.48 eV/A. The value obtained for the relative energy (zero: lowest compared OMol25 entry of this formula, charge and spin) is 0.0 kJ/mol. The net charge is -1. As for the calculated total energy: -2296.10442 Ha. The gap between HOMO and LUMO is 0.124 hartree. The value obtained for the lowest unoccupied orbital energy is 0.54 eV.

Here is a 7-piece molecular cluster, C14H37Br2N5O10 overall from the OMol25 dataset. Energies are from ωB97M-V/def2-TZVPD.

Each atom is followed by the atoms it is bonded to, with distances in Å.
Atoms and positions in Å:
1 H 13.8723 -15.0739 15.6953  C11 1.090
2 N 16.3696 -10.2175 17.9796  C8 1.473, O38 1.213, O54 1.212
3 H 21.1857 -13.8209 19.8210  C59 1.090
4 H 15.2730 -13.2927 14.9367  C16 1.090
5 H 19.0153 -14.9725 21.5881  C60 1.090
6 H 19.2082 -12.3384 19.1985  C39 1.090
7 H 15.6416 -11.6645 16.8149  C8 1.090
8 C 16.5240 -11.0270 16.7592  N2 1.473, H7 1.090, H22 1.090, H46 1.090
9 Br 12.1065 -15.3952 13.7960  C11 2.038
10 H 15.2206 -16.4078 18.3101  C20 1.090
11 C 13.2988 -14.3696 15.0926  H1 1.090, Br9 2.038, C16 1.581, H41 1.090
12 H 16.5777 -14.3328 20.9985  C15 1.090
13 H 17.0834 -12.6838 20.7833  C15 1.090
14 C 20.3080 -18.0987 16.9457  O28 1.450, H37 1.090, H56 1.090, H64 1.090
15 C 17.3436 -13.6137 21.2889  H12 1.090, H13 1.090, H18 1.090, C60 1.544
16 C 14.4020 -13.5346 14.3276  H4 1.090, C11 1.581, H36 1.090, Br47 1.974
17 O 16.3522 -14.6399 16.8447  H50 0.977
18 H 17.2674 -13.3489 22.3435  C15 1.090
19 H 18.1053 -17.1541 17.5862  C57 1.090
20 C 14.8952 -17.1497 17.5809  H10 1.090, H26 1.090, N34 1.483, H35 1.090
21 N 16.6849 -18.0020 14.7140  O27 1.221, C49 1.496, O55 1.266
22 H 16.5854 -10.3774 15.8861  C8 1.090
23 C 21.2474 -15.9631 20.4740  H58 1.090, C59 1.645, H62 1.090, H65 1.090
24 H 21.0132 -14.8077 18.4660  C59 1.090
25 O 12.6279 -17.6181 17.8775  N34 1.201
26 H 15.7159 -17.8399 17.3852  C20 1.090
27 O 15.5382 -18.1069 14.3087  N21 1.221
28 O 20.0943 -17.1519 18.0225  C14 1.450, C57 1.481
29 H 19.5138 -13.3175 21.2981  C60 1.090
30 H 17.3446 -15.3876 18.9832  C32 1.090
31 H 17.7320 -13.1588 18.5885  C39 1.090
32 C 18.3725 -15.7007 19.1664  H30 1.090, N44 1.543, C57 1.525, H66 1.090
33 H 18.8868 -15.6011 17.1440  C57 1.090
34 N 13.7594 -17.9065 18.1605  C20 1.483, O25 1.201, O53 1.216
35 H 14.5648 -16.6197 16.6876  C20 1.090
36 H 14.7432 -14.1197 13.4736  C16 1.090
37 H 19.9120 -19.0655 17.2565  C14 1.090
38 O 17.2624 -10.2542 18.7994  N2 1.213
39 C 18.8178 -13.2086 18.6709  H6 1.090, H31 1.090, N44 1.531, H52 1.090
40 O 14.4197 -12.0461 20.6797  N67 1.225
41 H 12.6413 -13.7742 15.7261  C11 1.090
42 C 13.6922 -13.8724 19.3867  H43 1.090, H51 1.090, N67 1.498, H68 1.090
43 H 14.4213 -14.3467 20.0436  C42 1.090
44 N 19.1643 -14.4273 19.5306  C32 1.543, C39 1.531, C59 1.572, C60 1.563
45 H 18.0943 -17.1213 13.8190  C49 1.090
46 H 17.4401 -11.6170 16.7282  C8 1.090
47 Br 13.4849 -11.8982 13.7138  C16 1.974
48 O 13.1610 -11.6400 19.0085  N67 1.212
49 C 17.3667 -16.6865 14.5043  N21 1.496, H45 1.090, H61 1.090, H63 1.090
50 H 16.6418 -13.7320 16.6293  O17 0.977
51 H 12.7627 -14.3795 19.6456  C42 1.090
52 H 19.2710 -13.3568 17.6907  C39 1.090
53 O 14.0483 -18.8490 18.8725  N34 1.216
54 O 15.3861 -9.5197 18.0967  N2 1.212
55 O 17.2929 -18.8615 15.4171  N21 1.266
56 H 21.3223 -18.2310 16.5691  C14 1.090
57 C 18.8277 -16.3957 17.8879  H19 1.090, O28 1.481, C32 1.525, H33 1.090
58 H 21.3631 -15.5604 21.4802  C23 1.090
59 C 20.7034 -14.7474 19.5093  H3 1.090, C23 1.645, H24 1.090, N44 1.572
60 C 18.7892 -14.0781 21.0075  H5 1.090, C15 1.544, H29 1.090, N44 1.563
61 H 16.6849 -15.9358 14.1047  C49 1.090
62 H 22.1981 -16.4167 20.1936  C23 1.090
63 H 17.7570 -16.2946 15.4436  C49 1.090
64 H 19.6946 -17.9846 16.0519  C14 1.090
65 H 20.5075 -16.7559 20.5840  C23 1.090
66 H 18.4416 -16.2833 20.0850  C32 1.090
67 N 13.7065 -12.4210 19.7576  O40 1.225, C42 1.498, O48 1.212
68 H 13.9958 -14.0127 18.3493  C42 1.090

For the largest force on an atom, the calculation gives 2.92 eV/A. As for the calculated total energy: -6729.28603 Ha. The gap between HOMO and LUMO is 0.305 hartree. The value obtained for the lowest unoccupied orbital energy is -0.07 eV.

Here is a 5-piece molecular cluster, C14H37FNO9PS4 overall from the OMol25 dataset. Energies are from ωB97M-V/def2-TZVPD.

Each atom is followed by the atoms it is bonded to, with distances in Å.
Atoms and positions in Å:
1 O -2.9642 4.2728 2.2217  P52 1.459
2 C 5.0513 3.2664 0.7309  H22 1.090, H23 1.088, H36 1.090, S37 1.796
3 O -2.9593 2.1645 0.8398  C30 1.444, P52 1.591
4 H -4.0205 0.4102 0.7099  C30 1.092
5 H -2.5182 0.2998 1.6359  C30 1.093
6 H -0.1331 -8.2394 1.9718  C40 1.088
7 H 0.8265 -3.8269 1.8077  C65 1.089
8 C 0.6639 2.7906 3.3778  C21 1.500, H41 1.091, F58 1.395, H67 1.091
9 O 0.3457 -6.1315 0.0207  S24 1.491
10 H 2.4435 -3.1155 1.5497  C65 1.089
11 O 3.1250 2.6197 -4.3068  S53 1.487
12 H -1.1228 -3.5270 0.2895  C29 1.089
13 C -5.3903 2.3969 2.6818  H34 1.092, H55 1.091, O56 1.432, C62 1.500
14 O -7.5187 1.5261 3.6327  C27 1.412, C62 1.407
15 H 1.7557 2.9992 -6.8493  C48 1.088
16 H -1.1097 -2.5669 -1.2159  C29 1.089
17 H 0.0651 -7.5431 -2.5154  C26 1.088
18 H -2.7744 -0.4715 -0.8447  N50 1.012
19 H -7.8618 3.2923 4.8134  C27 1.083
20 H -0.1559 -9.1552 -1.7929  C26 1.090
21 C -0.3527 2.2952 2.3929  C8 1.500, O31 1.454, H60 1.091, H66 1.091
22 H 4.7997 4.3258 0.7770  C2 1.090
23 H 5.3047 2.9017 1.7241  C2 1.088
24 S -0.4248 -7.3873 -0.2101  O9 1.491, C26 1.794, C40 1.794
25 C 3.4244 3.2056 -1.3963  S37 1.789, H44 1.088, H46 1.090, H47 1.086
26 C 0.2916 -8.1710 -1.6564  H17 1.088, H20 1.090, S24 1.794, H57 1.090
27 C -7.6396 2.9202 3.8210  O14 1.412, H19 1.083, H45 1.083, C62 1.489
28 H 2.7403 1.5124 -6.8670  C48 1.090
29 C -0.5247 -3.2171 -0.5666  H12 1.089, H16 1.089, H42 1.087, S43 1.792
30 C -2.9752 0.7239 0.7383  O3 1.444, H4 1.092, H5 1.093, N50 1.439
31 O -1.6575 2.1703 3.0226  C21 1.454, P52 1.578
32 H 5.9310 2.5969 -5.1012  C63 1.088
33 O 2.4830 2.7602 1.0296  S37 1.491
34 H -5.6844 1.6863 1.9065  C13 1.092
35 H -5.8314 2.1179 4.8108  C62 1.086
36 H 5.8857 3.0945 0.0508  C2 1.090
37 S 3.6196 2.3438 0.1596  C2 1.796, C25 1.789, O33 1.491
38 O 0.3455 -1.1904 0.8808  S43 1.495
39 H 5.0235 1.2919 -5.9104  C63 1.090
40 C 0.1751 -8.5814 0.9863  H6 1.088, S24 1.794, H49 1.090, H54 1.090
41 H 0.5412 2.3390 4.3631  C8 1.091
42 H -0.1804 -4.0886 -1.1181  C29 1.087
43 S 0.8871 -2.2704 0.0008  C29 1.792, O38 1.495, C65 1.789
44 H 4.2978 3.0322 -2.0212  C25 1.088
45 H -7.7256 3.5367 2.9348  C27 1.083
46 H 3.2897 4.2693 -1.1973  C25 1.090
47 H 2.5480 2.8065 -1.8971  C25 1.086
48 C 2.7650 2.6004 -6.9224  H15 1.088, H28 1.090, H51 1.090, S53 1.795
49 H 1.2622 -8.6308 0.9316  C40 1.090
50 N -2.3031 0.3456 -0.4770  H18 1.012, C30 1.439, H64 1.016
51 H 3.2264 2.9322 -7.8524  C48 1.090
52 P -2.8967 2.8165 2.2900  O1 1.459, O3 1.591, O31 1.578, O56 1.599
53 S 3.6977 3.2431 -5.5295  O11 1.487, C48 1.795, C63 1.797
54 H -0.2691 -9.5546 0.7787  C40 1.090
55 H -5.4472 3.4240 2.3183  C13 1.091
56 O -4.0608 2.1229 3.1379  C13 1.432, P52 1.599
57 H 1.3706 -8.2501 -1.5264  C26 1.090
58 F 0.5697 4.1763 3.5120  C8 1.395
59 H 5.6164 2.7012 -6.8503  C63 1.090
60 H -0.0708 1.3098 2.0178  C21 1.091
61 H 1.8493 -4.4015 0.4617  C65 1.087
62 C -6.3200 2.2299 3.8476  C13 1.500, O14 1.407, C27 1.489, H35 1.086
63 C 5.2216 2.3634 -5.8923  H32 1.088, H39 1.090, S53 1.797, H59 1.090
64 H -1.3613 0.0586 -0.2273  N50 1.016
65 C 1.5672 -3.5401 1.0625  H7 1.089, H10 1.089, S43 1.789, H61 1.087
66 H -0.3980 2.9965 1.5586  C21 1.091
67 H 1.6412 2.5712 2.9449  C8 1.091

For the largest force on an atom, the calculation gives 2.30 eV/A. As for the calculated total energy: -3321.43421 Ha. The gap between HOMO and LUMO is 0.330 hartree. The value obtained for the lowest unoccupied orbital energy is 0.36 eV.

- The highest gap between HOMO and LUMO belongs to which entry?
  C14H37FNO9PS4